The following is a quantum chemistry calculation of a molecular structure, C23H46N6O2Pt, from the OMol25 dataset.

Each line ends with the Löwdin charge.
Cartesian coordinates (Å):
H  -1.374  -2.103  3.281  0.12
H  -5.835  0.919  1.336  0.14
H  2.330  -0.950  4.421  0.12
C  -0.589  4.564  -2.348  -0.03
H  -5.556  2.001  -0.036  0.14
H  0.458  -0.973  2.447  0.07
H  0.114  -0.666  6.332  0.18
H  -3.212  4.675  -1.558  0.08
C  -2.513  5.136  -0.853  -0.04
H  0.045  1.098  4.495  0.13
N  -1.397  3.056  -0.515  -0.05
H  3.741  -2.463  2.813  0.10
H  -3.510  0.637  1.674  0.13
H  3.780  -4.413  1.295  0.11
H  -5.456  1.106  -2.278  0.14
H  -0.523  4.922  1.098  0.09
H  -2.435  6.190  -1.115  0.10
C  1.500  0.194  -0.290  -0.25
C  -0.821  -4.035  0.042  0.02
H  -3.227  -1.655  0.990  0.13
O  -0.757  -1.711  0.492  -0.26
C  -1.146  4.466  -0.926  -0.63
C  -3.479  0.333  -1.657  -0.12
H  1.789  -2.103  -1.712  0.13
H  0.255  2.305  -1.426  0.10
C  -3.619  -1.340  0.026  -0.14
C  -5.005  0.203  -1.871  -0.04
C  -5.164  -1.360  0.023  -0.04
N  0.765  -1.230  5.781  0.06
H  -0.525  5.607  -2.657  0.10
C  2.786  -3.371  -0.300  -0.07
H  0.835  4.755  -0.042  0.08
H  -3.261  1.942  0.526  0.10
Pt  -0.516  0.236  -0.085  1.01
C  -0.191  5.109  0.075  -0.04
C  1.614  -0.311  4.939  -0.09
H  -3.229  -2.015  -0.732  0.11
C  -5.254  1.064  0.427  -0.05
H  0.412  2.616  0.171  0.09
N  -3.128  0.008  -0.272  -0.20
H  1.669  0.367  -1.357  0.07
C  3.316  -3.488  0.980  -0.08
H  1.347  -1.737  6.448  0.19
H  -1.558  -4.657  -0.460  0.09
C  3.281  -2.395  1.833  -0.09
O  -1.180  -2.349  -1.609  0.01
C  -0.024  -2.198  4.933  -0.09
H  -1.993  2.637  -1.222  0.07
H  2.839  -4.209  -0.982  0.12
C  -0.922  -2.607  -0.442  -0.73
N  -0.092  -0.479  3.145  -0.06
H  2.145  0.360  5.612  0.14
C  0.708  0.416  3.949  -0.20
C  -3.728  0.969  0.660  -0.13
N  -0.220  2.229  -0.524  -0.13
C  -0.869  -1.400  3.943  -0.19
H  -1.640  -0.845  4.491  0.13
H  -1.238  4.047  -3.061  0.09
H  1.938  1.023  0.277  0.05
H  -6.640  -0.058  -0.627  0.19
H  -2.933  -0.348  -2.309  0.13
H  -0.167  6.187  -0.079  0.10
H  1.332  1.032  3.303  0.12
H  0.419  4.153  -2.433  0.08
H  0.166  -4.414  -0.230  0.08
C  2.140  -1.085  0.140  -0.31
H  0.707  -2.819  4.416  0.14
N  -5.627  -0.039  -0.523  -0.09
H  -2.926  5.057  0.154  0.09
C  2.205  -2.183  -0.715  -0.05
H  -3.162  1.347  -1.887  0.10
H  -5.275  -0.640  -2.504  0.14
H  -0.923  -4.104  1.123  0.07
H  -5.571  -2.138  -0.621  0.14
H  2.735  -0.329  2.052  0.09
H  -0.618  -2.817  5.604  0.14
H  -5.599  -1.464  1.016  0.14
C  2.701  -1.205  1.411  -0.08

Computed properties:
Energy relative to the best compared isomer or geometry (same formula, charge and spin) in kcal/mol: 22.3
Charge: +2
Calculated total energy in hartree: -1501.7883
Orbital gap in eV: 7.935
HOMO level in eV: -12.5470
LUMO in eV: -4.61


The following is a quantum chemistry calculation of 5 unconnected molecules or ions with the total composition C23H46NO13S4 at a distorted geometry, from the OMol25 dataset.

Each line ends with the Löwdin charge.
Cartesian coordinates (Å):
H  -2.508  -3.560  -2.558  0.07
H  -3.321  -6.021  4.748  0.08
H  -1.302  -5.910  -0.049  0.07
S  1.655  4.580  -0.936  0.58
H  -5.300  -4.731  -6.930  0.09
C  -2.291  -5.818  4.466  -0.12
O  -5.508  -4.997  -3.658  -0.27
O  1.766  3.657  0.163  -0.30
H  -4.108  2.448  2.827  0.12
H  -4.011  -3.743  -1.609  0.07
O  8.192  3.424  -2.961  -0.28
H  10.571  4.599  -0.670  0.07
O  -2.364  1.365  1.057  -0.04
H  4.922  5.962  -2.556  0.07
C  -3.360  -0.646  1.765  -0.03
C  0.435  3.992  -2.060  -0.11
S  -2.231  -5.409  2.755  0.57
H  10.777  3.243  -1.814  0.08
H  5.348  4.470  -1.699  0.07
H  0.219  4.775  -2.782  0.08
H  -4.000  -2.694  -3.050  0.08
H  -3.740  -6.144  0.514  0.11
C  6.863  6.001  -1.621  -0.25
H  -2.968  -6.342  -5.753  0.12
H  -4.185  -2.469  2.418  0.08
O  7.913  5.113  -1.187  -0.26
N  0.652  0.427  4.532  0.10
H  -3.527  -7.877  0.670  0.13
C  -3.023  -6.920  0.788  -0.23
O  -3.358  -6.141  -3.152  -0.28
C  1.208  -0.497  3.523  -0.09
H  2.296  -0.455  3.629  0.14
H  6.072  4.827  -3.256  0.07
H  -2.084  -7.049  -1.142  0.07
C  -4.147  1.367  2.720  -0.02
O  -2.698  -6.811  2.195  -0.25
H  -2.806  -4.958  -6.820  0.12
C  -3.446  -5.412  -6.066  -0.25
C  -0.283  1.177  4.083  0.10
H  7.281  6.787  -2.254  0.12
O  -0.867  -5.174  2.390  -0.28
O  -3.239  -4.431  2.461  -0.29
S  -4.083  -4.981  -3.578  0.57
C  0.897  0.315  2.236  -0.07
S  8.873  4.490  -2.296  0.57
H  -0.801  1.938  4.659  0.17
H  1.616  1.078  1.944  0.13
H  -1.576  2.707  2.390  0.13
H  0.750  -0.415  1.434  0.14
O  0.882  5.876  -0.440  -0.26
C  -4.819  -5.670  -6.655  -0.07
H  0.863  -1.530  3.541  0.14
C  -3.594  -3.598  -2.604  -0.12
H  1.593  5.920  1.520  0.11
C  -1.248  1.840  1.797  -0.13
H  -5.719  1.096  4.161  0.11
H  -0.458  3.712  -1.507  0.07
H  -1.911  -4.960  5.017  0.07
H  3.490  6.710  0.071  0.06
C  -4.223  -1.392  2.524  -0.06
O  2.804  4.972  -1.687  -0.27
C  2.672  7.379  0.336  -0.07
O  9.470  5.556  -3.038  -0.27
C  5.733  5.274  -2.323  -0.09
C  -1.801  -6.878  -0.104  -0.07
C  -3.298  0.722  1.852  -0.31
H  -5.470  -6.171  -5.940  0.07
H  2.994  7.983  1.185  0.09
O  -3.481  -4.482  -4.961  -0.26
H  1.005  0.453  5.484  0.19
H  -1.058  -0.188  2.784  0.16
H  0.856  3.124  -2.564  0.08
H  -1.076  -7.633  0.200  0.09
C  1.417  6.603  0.686  -0.25
H  -5.767  -1.330  3.988  0.11
H  -0.536  2.228  1.062  0.12
H  2.493  8.029  -0.519  0.09
C  -5.089  -0.739  3.383  -0.07
H  6.484  6.481  -0.720  0.12
H  9.563  3.123  -0.514  0.07
H  -2.668  -1.147  1.090  0.13
H  -1.659  -6.684  4.641  0.08
H  -4.740  -6.304  -7.538  0.08
C  10.067  3.797  -1.203  -0.12
H  0.635  7.295  0.996  0.12
C  -0.542  0.773  2.629  -0.20
C  -5.032  0.627  3.463  -0.09

Computed properties:
Charge: +1
Calculated total energy in hartree: -3529.2786
Orbital gap in eV: 7.566
HOMO level in eV: -11.7988
LUMO in eV: -4.23


The following is a quantum chemistry calculation of 6 unconnected molecules or ions with the total composition C23H46O11 at a distorted geometry, from the OMol25 dataset.

Each line ends with the Löwdin charge.
Cartesian coordinates (Å):
H  -5.529  0.631  -0.450  0.12
O  4.741  1.362  -0.692  0.07
H  1.384  0.052  -3.171  0.09
C  -1.968  -2.326  4.653  -0.37
H  -0.442  -2.849  -0.461  0.09
O  6.202  2.332  0.683  0.05
H  6.053  0.248  2.025  0.06
C  6.070  3.597  0.281  -0.29
H  -1.670  -0.681  -2.008  0.08
C  5.913  0.103  0.995  0.02
H  -5.828  4.369  4.643  0.17
C  -3.207  1.543  2.998  -0.23
H  1.198  -4.896  2.755  0.12
O  1.112  -2.098  -7.036  0.18
C  5.465  1.366  0.325  -0.52
O  -3.194  0.145  -2.547  -0.03
H  -1.389  2.715  3.433  0.09
H  -1.293  0.861  3.049  0.04
C  -1.973  -1.777  6.093  0.06
H  8.095  4.317  0.919  0.12
H  1.082  -3.709  -0.685  0.07
H  -0.746  -3.255  2.284  0.07
O  -0.936  -3.267  4.312  -0.02
O  -3.966  2.695  3.325  -0.02
C  -6.038  3.836  3.556  -0.02
H  -5.500  1.966  -1.497  0.13
C  1.288  -1.006  -6.737  -0.55
C  2.370  -0.324  -3.532  -0.07
C  6.960  4.581  0.948  -0.06
H  2.899  -0.765  -2.691  0.08
H  -3.687  0.928  2.368  0.07
H  -1.599  2.371  1.806  0.09
H  -5.577  0.449  -2.273  0.03
C  0.102  -5.179  3.043  0.00
H  5.185  -0.573  1.117  0.01
H  3.097  0.418  -3.961  0.11
H  -0.517  -0.198  -0.172  0.10
H  0.214  -5.685  3.872  0.01
H  -0.268  -0.882  1.466  0.04
H  -2.134  -0.303  -4.912  0.02
H  -0.734  -1.061  -4.349  0.06
H  3.351  -1.495  -5.079  0.18
H  -1.821  -4.230  2.649  0.11
O  -5.999  1.480  3.342  0.02
C  2.283  -1.236  -4.643  -0.30
H  -0.582  0.154  -7.641  0.14
H  6.256  3.615  -0.723  0.10
O  -2.761  -1.841  3.862  0.09
C  -0.900  -3.913  3.078  -0.21
C  -1.662  1.805  2.799  -0.04
H  -2.638  -1.043  6.225  0.05
H  6.602  4.789  1.903  0.05
H  -6.136  4.622  2.857  0.06
H  0.914  0.365  -8.389  0.04
H  6.830  -0.645  0.690  0.16
H  -2.122  -1.840  -4.151  0.12
O  -3.052  0.666  -0.336  0.02
C  -1.833  -0.023  -2.786  -0.22
C  -3.803  0.554  -1.379  -0.41
H  0.888  0.511  0.896  0.16
C  0.615  -2.753  -0.800  -0.01
H  -1.223  0.861  -2.848  0.13
C  -1.749  -0.754  -4.117  -0.03
C  1.291  -1.639  0.075  -0.34
H  0.581  0.974  -6.845  0.02
H  5.071  4.042  0.347  0.15
C  0.589  0.175  -7.443  0.03
O  1.814  -0.416  -5.649  -0.04
C  -5.203  0.886  -1.483  0.03
H  -0.360  -5.873  2.545  0.00
H  -2.144  -2.506  6.755  0.05
C  -5.359  2.605  3.397  -0.46
H  -3.092  1.021  3.920  0.09
H  -7.095  3.472  3.395  0.11
H  -1.117  -1.364  6.339  0.04
O  2.606  -1.622  0.444  -0.06
H  0.675  -2.422  -1.760  0.02
H  1.665  -1.987  -4.403  0.08
H  7.049  5.561  0.546  0.06
C  0.324  -0.606  0.608  -0.07

Computed properties:
Structure (SMILES): CCOC(C)=O.CCOC(C)=O.CCOC(C)=O.CCOC(C)=O.CCOC(C)=O.CC(C)=O
Energy relative to the best compared isomer or geometry (same formula, charge and spin) in kcal/mol: 118.5
Calculated total energy in hartree: -1731.2167
Orbital gap in eV: 10.331
HOMO level in eV: -9.7005
LUMO in eV: 0.63


Question: Which formula does entry 3 have?
Answer: C23H46O11